Entry 1:
The following is a quantum chemistry calculation of the molecule C9H18FNOS, from the Open Molecules 2025 dataset.

Each line ends with the natural charge from an NBO analysis.
CARTESIAN COORDINATES (ANGSTROEM)
C: 2.983 1.118 -1.370  -0.613
C: 2.048 0.330 1.383  -0.469
C: 1.077 1.565 1.141  -0.236
C: 1.489 0.526 -0.897  -0.077
C: 2.066 -0.449 0.085  0.170
C: -1.696 -1.040 1.248  -0.638
C: -3.510 -0.240 -0.293  -0.640
C: -1.360 -1.310 -1.240  -0.637
C: -1.941 -0.419 -0.116  -0.187
N: 0.571 1.355 -0.191  -0.643
O: -1.585 2.201 0.714  -0.964
F: 1.348 -1.616 0.118  -0.377
S: -1.209 1.344 -0.418  1.417
H: 3.347 1.673 -0.497  0.210
H: 3.501 0.204 -1.593  0.204
H: 3.076 0.838 1.614  0.224
H: 1.692 -0.394 2.205  0.243
H: 0.313 1.592 1.904  0.238
H: 1.630 2.472 1.206  0.191
H: 2.804 1.643 -2.328  0.218
H: 1.084 0.133 -1.887  0.227
H: 3.040 -0.810 -0.170  0.170
H: -0.612 -1.502 1.300  0.217
H: -1.693 -0.229 1.972  0.227
H: -2.299 -1.822 1.388  0.209
H: -4.003 -1.135 -0.002  0.216
H: -3.795 0.001 -1.357  0.220
H: -3.899 0.400 0.532  0.233
H: -1.078 -0.635 -1.992  0.199
H: -0.586 -1.874 -0.840  0.235
H: -2.085 -1.943 -1.682  0.213

The gap between HOMO and LUMO is 9.268 eV.

***

Entry 2:
The following is a quantum chemistry calculation of a 2-piece molecular cluster, C6H16N2 overall, from the Open Molecules 2025 dataset.

Each line ends with the natural charge from an NBO analysis.
CARTESIAN COORDINATES (ANGSTROEM)
C: -0.898 1.311 1.052  0.256
C: 0.161 -1.362 -0.365  -0.056
C: -0.198 0.615 -1.703  -0.423
C: 0.419 1.843 1.370  -0.794
C: 1.485 -1.849 -0.985  -0.610
C: 0.045 -1.904 1.062  -0.605
N: 0.043 0.088 -0.383  -0.631
N: -1.858 2.117 0.513  -0.782
H: -1.286 0.497 1.649  0.201
H: -0.660 -1.808 -0.959  0.144
H: -1.542 2.884 -0.062  0.383
H: -2.689 1.672 0.153  0.388
H: -0.211 1.711 -1.669  0.175
H: -1.163 0.277 -2.126  0.152
H: 0.579 0.356 -2.437  0.190
H: 0.737 1.634 2.388  0.228
H: 0.951 1.088 0.569  0.358
H: 0.577 2.882 1.089  0.208
H: 1.590 -1.518 -2.018  0.203
H: 0.812 -1.458 1.699  0.203
H: 1.541 -2.940 -0.987  0.203
H: 2.327 -1.455 -0.412  0.203
H: -0.939 -1.696 1.485  0.196
H: 0.178 -2.987 1.078  0.209

The gap between HOMO and LUMO is 8.128 eV.

***

Entry 3:
The following is a quantum chemistry calculation of IO4V2 as an isolated structure, from the Open Molecules 2025 dataset.

Each line ends with the Mulliken charge.
CARTESIAN COORDINATES (ANGSTROEM)
O: 0.444 -2.648 2.214  -0.446
V: 1.558 -1.673 1.500  1.293
O: 2.170 -2.603 0.357  -0.431
O: -2.477 2.005 -1.767  -0.468
V: -1.379 2.259 -0.645  1.305
O: -0.143 2.933 -1.356  -0.439
I: -0.172 -0.274 -0.303  0.187

As for the total charge: +1. The gap between HOMO and LUMO is 7.636 eV.

***

Entry 4:
The following is a quantum chemistry calculation of a 2-piece molecular cluster, C4H5ClS overall, from the Open Molecules 2025 dataset.

Each line ends with the natural charge from an NBO analysis.
CARTESIAN COORDINATES (ANGSTROEM)
C: 1.643 0.540 0.512  -0.431
C: -0.870 -1.382 -0.190  -0.526
C: 0.900 1.275 -0.372  -0.382
C: -1.899 -0.711 0.063  0.073
S: -0.617 1.935 0.015  -0.113
Cl: -3.485 -0.318 0.056  0.195
H: 2.528 0.020 0.249  0.203
H: 1.299 0.454 1.550  0.210
H: -0.906 -2.403 -0.631  0.261
H: 0.124 -0.845 0.173  0.303
H: 1.282 1.434 -1.425  0.208

The gap between HOMO and LUMO (alpha / beta) is 6.502 / 6.500 eV.

***

Sequential ΔE to the lowest compared entry with this formula, charge and spin output: 0.0, 73.1, 19.3, 108.0 kcal per mole